No. 1
This record from the Open Molecules 2025 dataset describes a 2-piece molecular cluster, C4H7NO overall in a non-equilibrium geometry. The level of theory is the ωB97M-V functional and the def2-TZVPD basis.

For the energy above the lowest of the compared OMol25 structures with the same formula, charge and spin, the calculation gives 64.4 kcal/mol. The SMILES is CCC=O.C#N. Its largest force on an atom is 1.330 eV/A. The HOMO-LUMO gap comes out at 10.837 eV. The total charge is 0.

Structure (XYZ):
```
13
Properties=species:S:1:pos:R:3:lowdin_charge:R:1
C -1.36556 -0.99359 -0.47981 -0.07
C -0.44567 0.31850 -0.60480 -0.18
C 0.60173 -0.46831 0.04634 -0.42
O 0.73834 -0.59297 1.24669 -0.03
H -0.89207 -1.98650 -0.31612 0.09
H -1.97073 -0.84671 0.41629 0.09
H -1.91896 -1.07767 -1.40052 0.07
H -0.23499 0.65273 -1.63379 0.12
H -0.87886 1.14427 -0.03139 0.10
H 1.13510 -1.10263 -0.68577 0.14
C 1.74017 1.63486 1.17448 -0.06
N 1.37325 2.12566 0.19706 0.09
H 2.11826 1.19235 2.07135 0.08
```

=====

No. 2
This record from the Open Molecules 2025 dataset describes a 9-piece molecular cluster, C44H64BBrF2NO28Si overall in a non-equilibrium geometry. The level of theory is the ωB97M-V functional and the def2-TZVPD basis.

Its largest force on an atom is 2.994 eV/A. The HOMO-LUMO gap comes out at 6.389 eV. The total charge is -1.

Structure (XYZ):
```
142
Properties=species:S:1:pos:R:3:lowdin_charge:R:1
C -4.68198 1.90002 -6.55208 -0.11
C -3.31601 1.72244 -7.19124 -0.24
C -2.64395 0.38051 -6.90972 -0.25
N -2.85657 -0.13222 -5.56758 0.10
B -2.01677 0.53074 -4.46144 -0.98
O -0.75001 1.14515 -4.84161 -0.02
C 0.37584 0.30765 -4.80177 -0.30
C 0.40494 -0.79257 -5.84661 -0.08
O -2.85924 1.62799 -3.85613 -0.03
C -3.34204 1.22397 -2.60837 -0.32
C -4.67165 0.55054 -2.81940 -0.08
C -5.77082 1.51052 -3.18608 -0.25
O -6.73005 1.15735 -3.85980 0.03
C -2.22401 0.22094 -2.16873 -0.62
Br -0.56885 1.23568 -1.59236 0.85
C -2.50372 -0.71636 -0.98689 -0.53
F -1.37023 -1.48771 -0.84943 0.03
F -3.47956 -1.59978 -1.26848 0.10
C -2.73450 -0.01375 0.35805 -0.15
C -3.85310 -0.61880 1.23541 -0.20
Si -5.63762 -0.02035 0.97594 0.66
C -5.77023 1.64176 0.08906 -0.14
C -6.53730 -1.34679 -0.04375 -0.15
C -6.53734 0.20846 2.62585 -0.26
C -6.10337 1.21760 3.41742 -0.13
C -6.70531 1.46005 4.58857 -0.10
C -7.75049 0.71660 4.98583 -0.10
C -8.18020 -0.29832 4.21825 -0.10
C -7.57523 -0.54856 3.03785 -0.11
O -1.97873 -0.42417 -3.29647 0.06
H -5.18166 0.96286 -6.35475 0.07
H -4.57765 2.43795 -5.61919 0.05
H -5.33627 2.50231 -7.17471 0.06
H -2.66960 2.56497 -6.97388 0.09
H -3.46716 1.76393 -8.26899 0.09
H -3.08711 -0.33448 -7.60245 0.11
H -1.59537 0.45919 -7.20096 0.08
H -2.77492 -1.13868 -5.55922 0.10
H 0.55610 -0.11665 -3.81749 0.08
H 1.23730 0.94391 -5.00649 0.11
H 1.36519 -1.30146 -5.80534 0.07
H 0.35701 -0.34573 -6.82964 0.06
H -0.35741 -1.54742 -5.70725 0.07
H -3.32599 2.14680 -2.02656 0.14
H -4.61562 -0.18843 -3.60189 0.14
H -5.00280 0.02583 -1.92393 0.09
H -5.66053 2.55681 -2.83357 0.13
H -2.82556 1.05515 0.23685 0.09
H -1.80998 -0.15511 0.89698 0.10
H -3.59518 -0.41288 2.27097 0.06
H -3.82679 -1.69324 1.13648 0.05
H -6.04628 2.38617 0.82970 0.03
H -4.85024 1.99252 -0.35827 0.02
H -6.59227 1.62022 -0.61236 0.03
H -5.86962 -2.18119 -0.20779 0.02
H -7.39546 -1.75173 0.48289 0.01
H -6.90888 -0.96404 -0.98545 0.03
H -5.26938 1.82086 3.11032 0.11
H -6.34718 2.27692 5.18550 0.11
H -8.22938 0.94766 5.91871 0.11
H -9.02378 -0.86696 4.56572 0.11
H -7.94756 -1.36228 2.44083 0.09
C -2.13109 -4.22275 1.59889 -0.09
C -2.13060 -5.70490 1.32271 -0.10
O -2.21772 -6.26434 2.64809 0.07
C -2.77415 -5.34272 3.45338 -0.58
O -3.13309 -5.54737 4.57204 0.14
O -2.87101 -4.14417 2.83104 0.04
H -2.61342 -3.64416 0.81747 0.12
H -1.12947 -3.82484 1.76376 0.13
H -3.00359 -6.02250 0.74917 0.14
H -1.22787 -6.02445 0.81338 0.10
C 3.14877 -4.03097 0.93186 -0.11
C 2.12854 -2.93080 1.08307 -0.10
O 1.04025 -3.40444 0.27663 0.06
C 1.14604 -4.74853 0.18461 -0.56
O 0.30633 -5.46334 -0.27539 0.13
O 2.31945 -5.18155 0.68856 0.07
H 3.75603 -4.16042 1.82615 0.09
H 3.80074 -3.88049 0.06838 0.14
H 1.78294 -2.82177 2.11336 0.14
H 2.48075 -1.96825 0.72393 0.14
C -1.61902 4.26970 -3.92175 -0.10
C -0.51914 4.43443 -4.93775 -0.10
O -0.20674 5.83942 -4.82673 0.06
C -0.58843 6.25168 -3.60041 -0.59
O -0.31436 7.32121 -3.13959 0.12
O -1.30709 5.31194 -2.96891 0.07
H -1.60940 3.28963 -3.46533 0.08
H -2.60948 4.45958 -4.33791 0.14
H 0.36877 3.85311 -4.68860 0.13
H -0.83238 4.18646 -5.94721 0.13
C 6.23912 -0.64056 2.83109 -0.10
C 7.21891 -1.35945 3.72816 -0.11
O 6.41096 -2.40784 4.29151 0.07
C 5.38585 -2.63755 3.44812 -0.57
O 4.63115 -3.55692 3.53612 0.14
O 5.32378 -1.69551 2.48410 0.06
H 6.70646 -0.22062 1.94628 0.12
H 5.68899 0.14507 3.35125 0.14
H 8.04140 -1.80905 3.17497 0.12
H 7.62479 -0.72352 4.50950 0.14
C 12.49205 -0.49188 2.14713 -0.10
C 11.75361 -1.52085 2.97381 -0.10
O 10.41804 -0.99361 2.99233 0.04
C 10.26768 -0.19727 1.91099 -0.57
O 9.22505 0.25047 1.55208 0.16
O 11.45229 0.01767 1.29908 0.07
H 13.29707 -0.91950 1.55619 0.13
H 12.88815 0.32908 2.74810 0.13
H 11.73007 -2.50747 2.50707 0.10
H 12.14507 -1.61455 3.98449 0.14
C -3.50132 -1.81774 5.20501 -0.12
C -3.06509 -2.26638 6.58056 -0.11
O -3.07563 -1.03758 7.32079 0.06
C -3.92738 -0.18290 6.69926 -0.57
O -4.28568 0.85597 7.15317 0.15
O -4.31034 -0.67367 5.50013 0.05
H -4.07538 -2.56945 4.67515 0.12
H -2.66404 -1.50474 4.57860 0.13
H -3.77196 -2.95990 7.03745 0.13
H -2.07546 -2.71387 6.58810 0.13
C 0.63274 10.57076 -2.49381 -0.11
C 1.73150 10.73537 -3.51669 -0.11
O 2.03773 12.13344 -3.41570 0.05
C 1.65930 12.55776 -2.18449 -0.58
O 1.92791 13.62229 -1.72907 0.15
O 0.93848 11.60732 -1.54736 0.06
H 0.63933 9.59406 -2.02000 0.12
H -0.35802 10.75544 -2.91010 0.13
H 2.62418 10.15930 -3.26843 0.13
H 1.41517 10.48005 -4.52378 0.13
C 10.40872 -6.36117 4.63044 -0.11
C 9.28306 -6.25127 3.62464 -0.11
O 9.74174 -5.19321 2.77456 0.07
C 11.08641 -5.13051 2.86986 -0.56
O 11.77603 -4.46491 2.16231 0.14
O 11.54125 -5.91413 3.87179 0.07
H 10.56206 -7.37441 4.99084 0.13
H 10.27369 -5.69599 5.48463 0.13
H 9.16363 -7.15577 3.02684 0.14
H 8.32843 -5.99708 4.07698 0.14
```

=====

No. 3
This record from the Open Molecules 2025 dataset describes C17H19CoNS as an isolated structure in a non-equilibrium geometry. The level of theory is the ωB97M-V functional and the def2-TZVPD basis.

Its largest force on an atom is 4.179 eV/A. The HOMO-LUMO gap (spin up / spin down) comes out at 6.585 / 7.643 eV. Its expectation value of S² is 3.83. The total charge is 0. Its spin multiplicity is 4.

Structure (XYZ):
```
39
Properties=species:S:1:pos:R:3:lowdin_spin:R:1
C -1.68196 -1.07401 -1.44676 0.15
C 0.76734 -0.19446 -1.62322 -0.08
C -2.20440 0.17181 -1.93418 0.59
H -2.42035 -1.81222 -1.10361 0.02
C 0.45997 1.17621 -1.53457 -0.03
H 1.70756 -0.59770 -1.21257 0.00
H -3.15179 0.44931 -1.47498 0.03
H 1.16346 1.88483 -1.08065 0.00
C -1.68621 1.00247 -2.99851 0.10
H -2.45806 1.77892 -3.16768 0.00
H -1.48752 0.48160 -3.97087 0.02
C -0.78526 -1.87754 -2.46865 0.00
H -1.20982 -2.15643 -3.46458 0.00
H -0.43596 -2.80597 -1.98855 0.00
C 0.46317 -1.05361 -2.79411 0.00
H 0.33627 -0.44596 -3.69585 0.00
H 1.30058 -1.76627 -2.95760 0.00
C -0.41443 1.85830 -2.56699 0.06
H 0.04614 2.18443 -3.53178 0.00
H -0.70438 2.80234 -2.07422 0.00
Co 0.06399 0.31695 0.03208 1.91
H -1.32984 -0.63877 -0.31076 0.06
S 3.13991 0.84802 3.05305 0.02
C 3.96168 1.02894 1.57321 0.00
C 3.13589 0.77337 0.46717 0.01
C 1.80470 0.36879 0.85260 0.07
C 1.72639 0.27228 2.24288 0.03
C 0.55189 -0.12118 2.91568 0.00
C 0.47732 -0.22095 4.32187 0.00
C -0.72434 -0.60566 4.88471 0.00
C -1.84213 -0.80720 4.05109 0.01
C -1.69149 -0.63608 2.64329 0.00
N -0.51294 -0.27784 2.06412 0.03
H 4.99483 1.31524 1.55295 0.00
H 3.48139 0.90269 -0.53510 0.00
H 1.33722 0.03034 4.93650 0.00
H -0.81663 -0.73789 5.95123 0.00
H -2.83628 -1.06147 4.46300 0.00
H -2.52589 -0.75562 1.93037 0.00
```

=====

No. 4
This record from the Open Molecules 2025 dataset describes a 10-piece molecular cluster, C8H36O10 overall in a non-equilibrium geometry. The level of theory is the ωB97M-V functional and the def2-TZVPD basis.

For the energy above the lowest of the compared OMol25 structures with the same formula, charge and spin, the calculation gives 89.2 kcal/mol. The SMILES is CCO.CCO.CCO.CCO.O.O.O.O.O.O. Its largest force on an atom is 3.319 eV/A. The HOMO-LUMO gap comes out at 10.008 eV. The total charge is 0.

Structure (XYZ):
```
54
Properties=species:S:1:pos:R:3:lowdin_charge:R:1
C -25.18335 4.98345 -5.27613 -0.06
C -26.49304 4.40480 -4.58828 -0.34
O -26.83206 3.31927 -5.35175 -0.08
H -24.74674 5.80357 -4.70614 0.06
H -25.45660 5.54477 -6.16963 0.06
H -24.51700 4.12608 -5.37099 0.07
H -27.27848 5.13052 -4.37725 0.11
H -26.17927 3.98957 -3.63055 0.10
H -27.46534 2.82449 -4.82662 0.09
C -27.20279 -4.84128 -8.99308 -0.10
C -26.78823 -4.22510 -7.69969 -0.35
O -25.82931 -3.20008 -7.77573 -0.07
H -26.37299 -5.31175 -9.52050 0.07
H -27.63643 -4.09829 -9.66243 0.08
H -27.88309 -5.67305 -8.81016 0.08
H -26.37950 -4.94876 -6.99446 0.12
H -27.72216 -3.82410 -7.30588 0.11
H -26.15668 -2.36441 -8.11644 0.08
C -25.14791 9.16243 -10.72685 -0.08
C -24.04970 8.10557 -10.94584 -0.37
O -24.53050 7.27818 -11.92830 -0.06
H -25.26653 9.61387 -11.71186 0.07
H -25.03095 9.87949 -9.91428 0.07
H -26.03681 8.58444 -10.47414 0.07
H -23.75292 7.57142 -10.04324 0.11
H -23.15219 8.64911 -11.24105 0.10
H -24.41662 6.38795 -11.58755 0.09
C -18.67643 1.04410 -2.90718 -0.10
C -18.91253 0.94887 -4.36857 -0.32
O -18.49984 -0.34760 -4.89138 -0.09
H -17.62557 0.82177 -2.72181 0.08
H -19.32309 0.40940 -2.30131 0.08
H -18.90573 2.04899 -2.55259 0.08
H -18.49115 1.82218 -4.86642 0.10
H -19.95849 1.00907 -4.66933 0.11
H -19.12577 -0.74978 -5.49807 0.07
O -17.17390 4.03726 -9.18356 -0.05
H -16.43880 4.62833 -9.34640 0.03
H -16.77434 3.17000 -9.11706 0.03
O -21.05605 -1.49365 -9.64987 -0.06
H -20.56870 -2.01767 -10.28558 0.03
H -21.77318 -2.06230 -9.36953 0.03
O -18.08895 6.45557 -5.59920 -0.05
H -17.23249 6.88143 -5.56247 0.03
H -17.95300 5.69098 -6.15880 0.02
O -21.79923 3.01952 -9.26657 -0.05
H -21.76050 2.07148 -9.14028 0.02
H -20.88682 3.30523 -9.22055 0.03
O -18.21525 6.82646 -13.55135 -0.05
H -18.23114 5.92254 -13.23683 0.03
H -18.59324 6.78163 -14.42962 0.03
O -26.19418 2.22424 -9.62408 -0.05
H -26.44690 2.33728 -8.70779 0.02
H -25.27078 2.47496 -9.65103 0.02
```

=====

What did the first record say?
This record from the Open Molecules 2025 dataset describes a 2-piece molecular cluster, C4H7NO overall in a non-equilibrium geometry. The level of theory is the ωB97M-V functional and the def2-TZVPD basis.

For the energy above the lowest of the compared OMol25 structures with the same formula, charge and spin, the calculation gives 64.4 kcal/mol. The SMILES is CCC=O.C#N. Its largest force on an atom is 1.330 eV/A. The HOMO-LUMO gap comes out at 10.837 eV. The total charge is 0.

Structure (XYZ):
```
13
Properties=species:S:1:pos:R:3:lowdin_charge:R:1
C -1.36556 -0.99359 -0.47981 -0.07
C -0.44567 0.31850 -0.60480 -0.18
C 0.60173 -0.46831 0.04634 -0.42
O 0.73834 -0.59297 1.24669 -0.03
H -0.89207 -1.98650 -0.31612 0.09
H -1.97073 -0.84671 0.41629 0.09
H -1.91896 -1.07767 -1.40052 0.07
H -0.23499 0.65273 -1.63379 0.12
H -0.87886 1.14427 -0.03139 0.10
H 1.13510 -1.10263 -0.68577 0.14
C 1.74017 1.63486 1.17448 -0.06
N 1.37325 2.12566 0.19706 0.09
H 2.11826 1.19235 2.07135 0.08
```

=====

What did the first record say?
This record from the Open Molecules 2025 dataset describes a 2-piece molecular cluster, C4H7NO overall in a non-equilibrium geometry. The level of theory is the ωB97M-V functional and the def2-TZVPD basis.

For the energy above the lowest of the compared OMol25 structures with the same formula, charge and spin, the calculation gives 64.4 kcal/mol. The SMILES is CCC=O.C#N. Its largest force on an atom is 1.330 eV/A. The HOMO-LUMO gap comes out at 10.837 eV. The total charge is 0.

Structure (XYZ):
```
13
Properties=species:S:1:pos:R:3:lowdin_charge:R:1
C -1.36556 -0.99359 -0.47981 -0.07
C -0.44567 0.31850 -0.60480 -0.18
C 0.60173 -0.46831 0.04634 -0.42
O 0.73834 -0.59297 1.24669 -0.03
H -0.89207 -1.98650 -0.31612 0.09
H -1.97073 -0.84671 0.41629 0.09
H -1.91896 -1.07767 -1.40052 0.07
H -0.23499 0.65273 -1.63379 0.12
H -0.87886 1.14427 -0.03139 0.10
H 1.13510 -1.10263 -0.68577 0.14
C 1.74017 1.63486 1.17448 -0.06
N 1.37325 2.12566 0.19706 0.09
H 2.11826 1.19235 2.07135 0.08
```

=====

Please write out number 4 again, unchanged.
This record from the Open Molecules 2025 dataset describes a 10-piece molecular cluster, C8H36O10 overall in a non-equilibrium geometry. The level of theory is the ωB97M-V functional and the def2-TZVPD basis.

For the energy above the lowest of the compared OMol25 structures with the same formula, charge and spin, the calculation gives 89.2 kcal/mol. The SMILES is CCO.CCO.CCO.CCO.O.O.O.O.O.O. Its largest force on an atom is 3.319 eV/A. The HOMO-LUMO gap comes out at 10.008 eV. The total charge is 0.

Structure (XYZ):
```
54
Properties=species:S:1:pos:R:3:lowdin_charge:R:1
C -25.18335 4.98345 -5.27613 -0.06
C -26.49304 4.40480 -4.58828 -0.34
O -26.83206 3.31927 -5.35175 -0.08
H -24.74674 5.80357 -4.70614 0.06
H -25.45660 5.54477 -6.16963 0.06
H -24.51700 4.12608 -5.37099 0.07
H -27.27848 5.13052 -4.37725 0.11
H -26.17927 3.98957 -3.63055 0.10
H -27.46534 2.82449 -4.82662 0.09
C -27.20279 -4.84128 -8.99308 -0.10
C -26.78823 -4.22510 -7.69969 -0.35
O -25.82931 -3.20008 -7.77573 -0.07
H -26.37299 -5.31175 -9.52050 0.07
H -27.63643 -4.09829 -9.66243 0.08
H -27.88309 -5.67305 -8.81016 0.08
H -26.37950 -4.94876 -6.99446 0.12
H -27.72216 -3.82410 -7.30588 0.11
H -26.15668 -2.36441 -8.11644 0.08
C -25.14791 9.16243 -10.72685 -0.08
C -24.04970 8.10557 -10.94584 -0.37
O -24.53050 7.27818 -11.92830 -0.06
H -25.26653 9.61387 -11.71186 0.07
H -25.03095 9.87949 -9.91428 0.07
H -26.03681 8.58444 -10.47414 0.07
H -23.75292 7.57142 -10.04324 0.11
H -23.15219 8.64911 -11.24105 0.10
H -24.41662 6.38795 -11.58755 0.09
C -18.67643 1.04410 -2.90718 -0.10
C -18.91253 0.94887 -4.36857 -0.32
O -18.49984 -0.34760 -4.89138 -0.09
H -17.62557 0.82177 -2.72181 0.08
H -19.32309 0.40940 -2.30131 0.08
H -18.90573 2.04899 -2.55259 0.08
H -18.49115 1.82218 -4.86642 0.10
H -19.95849 1.00907 -4.66933 0.11
H -19.12577 -0.74978 -5.49807 0.07
O -17.17390 4.03726 -9.18356 -0.05
H -16.43880 4.62833 -9.34640 0.03
H -16.77434 3.17000 -9.11706 0.03
O -21.05605 -1.49365 -9.64987 -0.06
H -20.56870 -2.01767 -10.28558 0.03
H -21.77318 -2.06230 -9.36953 0.03
O -18.08895 6.45557 -5.59920 -0.05
H -17.23249 6.88143 -5.56247 0.03
H -17.95300 5.69098 -6.15880 0.02
O -21.79923 3.01952 -9.26657 -0.05
H -21.76050 2.07148 -9.14028 0.02
H -20.88682 3.30523 -9.22055 0.03
O -18.21525 6.82646 -13.55135 -0.05
H -18.23114 5.92254 -13.23683 0.03
H -18.59324 6.78163 -14.42962 0.03
O -26.19418 2.22424 -9.62408 -0.05
H -26.44690 2.33728 -8.70779 0.02
H -25.27078 2.47496 -9.65103 0.02
```